No. 1
C3H12N4O in the gas phase at a distorted geometry, computed with ωB97M-V with the def2-TZVPD basis set.

The calculation puts the highest occupied orbital energy at -8.904 eV. The calculation puts the largest force on an atom at 2.37 eV/Å.

XYZ file:
```
20
C3H12N4O ωB97M-V with the def2-TZVPD basis set
C -1.8388 0.2395 0.6843
N -0.7827 -0.0360 -0.2785
C -1.2882 -0.0691 -1.6391
C 0.4180 0.7376 -0.1201
O 0.2920 1.7935 0.7701
N 1.5560 -0.0512 0.5190
N 1.1361 -1.1292 1.3498
N 2.4587 -0.5042 -0.4705
H -2.5672 -0.5715 0.6394
H -2.3485 1.1880 0.4779
H -1.4170 0.2935 1.6843
H -0.4859 -0.3454 -2.3221
H -1.7029 0.8979 -1.9571
H -2.0743 -0.8216 -1.7009
H 0.8171 1.0569 -1.0950
H 1.2357 1.7392 1.1738
H 0.9143 -0.7535 2.2656
H 0.2837 -1.5402 0.9581
H 3.3091 -0.7933 0.0039
H 2.0847 -1.3307 -0.9428
```

---

No. 2
C18H28N4O4 in the gas phase, computed with ωB97M-V with the def2-TZVPD basis set.

The calculation puts the highest occupied orbital energy at -8.407 eV. The calculation puts the largest force on an atom at 0.74 eV/Å.

XYZ file:
```
54
C18H28N4O4 ωB97M-V with the def2-TZVPD basis set
C 7.3612 3.0817 1.2348
C 6.2282 2.0934 0.9855
C 6.3147 1.4796 -0.4104
C 5.1344 0.5684 -0.7484
C 5.0949 -0.7032 0.0980
C 4.0798 -1.7273 -0.4106
C 2.6337 -1.2651 -0.2577
C 1.6522 -2.3451 -0.7265
C 0.2337 -1.8818 -0.5857
C -0.5692 -2.2711 0.4491
O -0.1263 -3.1182 1.3951
N -1.8585 -1.8594 0.6089
C -2.3204 -1.0318 -0.2836
N -3.6186 -0.6030 -0.1503
N -4.4020 -1.0007 0.9075
C -5.6652 -0.5323 0.7043
C -6.7550 -0.8700 1.6550
C -5.6855 0.2464 -0.4199
C -6.8218 1.0309 -0.9896
C -6.8723 2.4527 -0.4034
O -7.0739 2.4580 0.9904
C -4.3704 0.2257 -1.0051
O -3.9059 0.7578 -1.9988
N -1.6185 -0.5780 -1.3318
C -0.2843 -0.9673 -1.5739
O 0.2971 -0.5326 -2.5429
H 8.3256 2.5864 1.1431
H 7.2879 3.5074 2.2332
H 7.3255 3.8942 0.5120
H 5.2695 2.6062 1.0932
H 6.2712 1.3044 1.7381
H 6.3517 2.2887 -1.1445
H 7.2459 0.9141 -0.4977
H 5.2050 0.2840 -1.8010
H 4.2066 1.1278 -0.6191
H 4.8575 -0.4526 1.1336
H 6.0872 -1.1619 0.0859
H 4.2785 -1.9397 -1.4634
H 4.2112 -2.6591 0.1460
H 2.4641 -0.3677 -0.8524
H 2.4345 -1.0275 0.7902
H 1.8431 -2.5545 -1.7809
H 1.7946 -3.2561 -0.1444
H -0.8428 -3.2696 2.0253
H -4.1025 -1.7987 1.4457
H -7.1857 -1.8395 1.4037
H -7.5406 -0.1215 1.6082
H -6.3706 -0.9218 2.6711
H -6.6834 1.1120 -2.0679
H -7.7665 0.5255 -0.7851
H -7.7213 2.9930 -0.8264
H -5.9493 2.9859 -0.6644
H -6.2982 2.0697 1.4107
H -2.0808 0.0633 -1.9828
```

---

No. 3
C45H67N2OP4ReSi as an isolated structure at a distorted geometry, computed with ωB97M-V with the def2-TZVPD basis set.

Its expectation value of S² is 3.795. The calculation puts the highest occupied orbital energy (alpha / beta) at -15.889 / -16.189 eV. Its charge is +3. The calculation puts the largest force on an atom at 1.19 eV/Å. As for the spin multiplicity: 4.

XYZ file:
```
121
C45H67N2OP4ReSi ωB97M-V with the def2-TZVPD basis set
Re -0.3388 -0.4378 0.1791
C 0.0273 4.5132 0.7429
C 0.2563 4.1294 -0.7128
C 1.7227 4.2935 -1.0782
P -0.4030 2.4256 -1.1525
C -2.2617 2.6239 -1.2393
C -2.8063 3.8044 -2.0336
C -2.8507 1.3231 -1.7690
C 0.1666 2.1997 -2.8709
C -0.0835 3.0919 -3.9085
C 0.3114 2.7685 -5.1986
C 0.9783 1.5801 -5.4542
C 1.3048 0.7345 -4.4069
C 0.8956 1.0355 -3.1153
Si 1.4388 0.0364 -1.5886
C 2.8303 1.0775 -0.8128
C 3.7753 1.7271 -1.5984
C 4.8521 2.3775 -1.0190
C 4.9934 2.3756 0.3608
C 4.0502 1.7465 1.1591
C 2.9534 1.1152 0.5797
P 1.7704 0.0952 1.5160
C 2.9434 -1.2643 2.0662
C 3.5731 -1.0320 3.4351
C 2.2914 -2.6339 1.9569
C 1.0260 1.0329 2.9494
C 1.9530 1.9817 3.7017
C 0.2850 0.0665 3.8865
C 2.1590 -1.6580 -2.0826
C 3.4040 -1.7042 -2.6982
C 3.9522 -2.9099 -3.1053
C 3.2519 -4.0850 -2.8862
C 2.0041 -4.0576 -2.2774
C 1.4455 -2.8447 -1.8743
P -0.2371 -2.6746 -1.1850
C -1.3414 -2.6161 -2.7063
C -1.1857 -3.8555 -3.5893
C -1.0560 -1.3831 -3.5491
C -0.6905 -4.3721 -0.5110
C 0.1294 -4.8490 0.6789
C -2.1796 -4.6196 -0.2886
H 0.2618 5.5685 0.8744
H 0.6855 3.9449 1.3989
H -1.0053 4.3566 1.0488
H -0.3409 4.7860 -1.3587
H 2.3632 3.7470 -0.3925
H 1.9856 5.3461 -1.0108
H 1.9276 3.9629 -2.0923
H -2.5359 2.7340 -0.1881
H -2.6247 3.6670 -3.0959
H -2.3951 4.7592 -1.7158
H -3.8856 3.8576 -1.8906
H -2.6668 1.2249 -2.8377
H -3.9277 1.2992 -1.6113
H -2.3895 0.4655 -1.2521
H -0.5596 4.0415 -3.7263
H 0.1062 3.4548 -6.0048
H 1.2617 1.3252 -6.4635
H 1.8840 -0.1569 -4.5917
H 3.6612 1.7285 -2.6727
H 5.5866 2.8713 -1.6358
H 5.8430 2.8565 0.8200
H 4.1986 1.7381 2.2266
H 3.7379 -1.2120 1.3116
H 2.8486 -1.0417 4.2435
H 4.1308 -0.1016 3.4663
H 4.2815 -1.8337 3.6301
H 1.6070 -2.8261 2.7795
H 3.0545 -3.4076 1.9892
H 1.7602 -2.7095 1.0047
H 0.2739 1.6580 2.4468
H 2.7192 1.4548 4.2606
H 1.3545 2.5462 4.4155
H 2.4146 2.7012 3.0298
H 0.7792 -0.8977 3.9856
H -0.7323 -0.0976 3.5320
H 0.2241 0.4944 4.8842
H 3.9467 -0.7847 -2.8530
H 4.9146 -2.9264 -3.5936
H 3.6779 -5.0280 -3.1949
H 1.4884 -4.9956 -2.1369
H -2.3693 -2.5549 -2.3284
H -0.1432 -4.0151 -3.8591
H -1.7351 -3.6821 -4.5140
H -1.5873 -4.7630 -3.1482
H -0.0899 -1.4758 -4.0378
H -1.0631 -0.4782 -2.9466
H -1.8121 -1.2899 -4.3255
H -0.3943 -4.9833 -1.3724
H -0.1341 -4.3249 1.5930
H 1.1959 -4.7527 0.4925
H -0.0798 -5.9051 0.8455
H -2.5475 -4.1801 0.6338
H -2.3351 -5.6937 -0.2063
H -2.7960 -4.2678 -1.1109
C -3.9439 3.0090 1.7831
P -2.7198 1.9165 2.5889
C -1.8408 2.9623 3.8014
C -3.7296 0.7774 3.6032
O -1.8131 1.1963 1.6143
H -4.6819 3.3226 2.5155
H -4.4619 2.4898 0.9797
H -3.4642 3.9019 1.3903
H -2.5467 3.6508 4.2588
H -1.0494 3.5376 3.3309
H -1.4164 2.3383 4.5838
H -4.2564 1.3562 4.3576
H -3.0999 0.0456 4.1059
H -4.4605 0.2607 2.9840
N -1.3650 -3.7622 4.9930
C -1.9577 -3.3107 4.1263
C -2.5640 -2.7079 2.9900
C -3.9321 -2.7262 2.7113
C -4.3578 -2.0986 1.5502
C -3.4313 -1.4923 0.7121
N -2.1218 -1.5002 0.9650
C -1.7031 -2.0983 2.0784
H -4.6262 -3.2136 3.3803
H -5.4044 -2.0779 1.2874
H -3.7556 -0.9992 -0.1939
H -0.6316 -2.1402 2.2574
```

---

No. 4
C6H11N4 as an isolated structure at a distorted geometry, computed with ωB97M-V with the def2-TZVPD basis set.

The calculation puts the highest occupied orbital energy at -13.068 eV. Its charge is +1. The calculation puts the largest force on an atom at 3.55 eV/Å.

XYZ file:
```
21
C6H11N4 ωB97M-V with the def2-TZVPD basis set
C 0.2727 1.9858 1.4052
C -0.2136 -1.7347 -0.7744
C -1.5343 0.1401 -0.7597
C -0.3770 -0.3596 1.3775
C -0.5358 -0.9560 -2.0676
C 1.7538 0.5344 0.4535
N -0.7324 0.4603 -1.9050
N -0.9127 -0.8384 0.1532
N -1.8910 -0.4282 -2.0403
N 0.5031 0.7933 1.1440
H 0.8086 2.7541 0.9152
H -0.7195 -2.7673 -0.7217
H 0.8795 -1.6900 -0.7282
H -2.2316 0.8058 -0.1333
H -0.5404 2.3834 1.9989
H -1.0876 0.0089 2.1522
H 0.1886 -1.2235 1.8271
H 0.1125 -1.2383 -2.8899
H 2.7277 0.8946 0.9050
H 1.5873 0.9938 -0.6017
H 1.9424 -0.5185 0.2900
```

---

No. 5
A 3-piece molecular cluster, C3H8O2S overall at a distorted geometry, computed with ωB97M-V with the def2-TZVPD basis set.

The calculation puts the highest occupied orbital energy at -9.183 eV. The calculation puts the largest force on an atom at 4.66 eV/Å.

XYZ file:
```
14
C3H8O2S ωB97M-V with the def2-TZVPD basis set
O -0.4563 -2.2738 -0.0983
C 0.2180 -1.3501 0.2652
C -0.2458 0.1052 0.4261
C 0.5356 0.8056 1.5697
S -0.1524 2.4942 1.5536
H 1.2904 -1.6192 0.6334
H 0.0766 0.7306 -0.4864
H -1.3384 0.2573 0.5796
H 1.6217 0.7588 1.4296
H 0.2199 0.4018 2.5376
H 0.8190 2.5176 -0.1102
H -0.8856 -0.8126 -3.5497
H -1.0888 -1.3349 -2.1122
O -0.6138 -0.6806 -2.6381
```

---

No. 6
C5H9NOS in the gas phase at a distorted geometry, computed with ωB97M-V with the def2-TZVPD basis set.

The calculation puts the highest occupied orbital energy at -8.499 eV. The calculation puts the largest force on an atom at 5.51 eV/Å.

XYZ file:
```
17
C5H9NOS ωB97M-V with the def2-TZVPD basis set
C 0.5261 0.7375 1.3751
C 0.1107 0.2531 0.0653
C -0.7893 1.1720 -0.8428
O -2.1247 1.2678 -0.2070
N 1.2663 -0.3145 -0.7774
C 0.9104 -1.7500 -0.4138
C -0.4322 -1.1942 0.0715
S -2.0335 -1.5370 0.2321
H 1.4210 -0.0074 1.8181
H 1.0943 1.6535 1.2772
H -0.3019 0.8805 2.1508
H -0.4337 2.3114 -1.0259
H -0.8917 0.8014 -1.7751
H -2.6196 0.2898 -0.6124
H 2.1117 -0.0144 -0.3953
H 1.4670 -2.1306 0.3222
H 0.7192 -2.4190 -1.2625
```

---

no.,E_tot (hartree)
1,-415.6825
2,-1222.7280
3,-3672.0487
4,-453.8225
5,-667.6633
6,-723.9562